No. 1
The following is a quantum chemistry calculation of a 2-piece molecular cluster, C4H12O overall, from OMol25.

Geometry (Å):
C (-0.96178, -2.22762, -2.02069)
O (-1.28957, -1.56227, -0.84078)
H (-2.19659, -1.84059, -0.57757)
H (-0.99373, -3.29541, -1.83332)
H (0.04138, -2.06135, -2.41439)
H (-1.69547, -1.96577, -2.78329)
C (0.10888, 0.85829, 1.11682)
C (0.27639, 1.80115, -0.06079)
C (1.41830, 0.69827, 1.83853)
H (-0.62034, 1.31426, 1.83892)
H (-0.32745, -0.13490, 0.76891)
H (0.51529, 1.38015, -1.03542)
H (0.97521, 2.60674, 0.25774)
H (2.21343, 0.61284, 1.00525)
H (1.78886, 1.62690, 2.38239)
H (-0.72564, 2.21829, -0.31604)
H (1.47284, -0.02898, 2.67374)

Output
frontier orbital gap (spin up / spin down): 9.57 / 2.86 eV
highest occupied orbital energy (spin up / spin down): -14.02 / -13.97 eV
multiplicity: 2
charge: +1


No. 2
The following is a quantum chemistry calculation of a 5-piece molecular cluster, H10O4S2 overall, from OMol25.

Geometry (Å):
S (-1.06183, 0.22392, -2.10688)
S (0.78770, -0.54694, -2.72389)
H (-1.45530, -0.94774, -1.56555)
H (1.52574, 0.37345, -2.11904)
O (-1.49840, -1.77334, 0.62976)
H (-1.81958, -0.91087, 0.92870)
H (-1.66749, -2.39056, 1.36951)
O (1.11891, -0.05354, 1.27568)
H (0.44707, 0.62440, 1.35082)
H (0.59835, -0.82123, 1.02844)
O (3.03185, 0.90641, -0.51245)
H (3.88385, 0.77260, -0.09896)
H (2.39119, 0.55320, 0.14175)
O (-1.88377, 1.02468, 0.97648)
H (-2.48695, 1.69788, 1.36749)
H (-1.91135, 1.26769, 0.05816)

Output
frontier orbital gap: 8.82 eV
structure (SMILES): SS.O.O.O.O
highest occupied orbital energy: -8.77 eV
multiplicity: 1


No. 3
The following is a quantum chemistry calculation of C53H47Cl2N10O5SY as an isolated structure, from OMol25.

Geometry (Å):
Y (0.15047, -0.40104, 2.05051)
O (1.45017, -2.69279, 5.44936)
C (1.33517, -2.06253, 4.40618)
N (0.71400, -0.89431, 4.16460)
C (0.31201, -0.00546, 5.17959)
C (0.24769, -0.29102, 6.53986)
C (-0.16669, 0.68428, 7.44176)
C (-0.51991, 1.94679, 6.99626)
C (-0.45562, 2.25269, 5.64042)
C (-0.03868, 1.29357, 4.72512)
N (0.15633, 1.51686, 3.34948)
C (-0.25700, 2.60422, 2.69870)
O (-1.05638, 3.48778, 3.02365)
C (0.42241, 2.72158, 1.33348)
C (0.40036, 3.93625, 0.66728)
C (1.10522, 4.06142, -0.51738)
C (1.80586, 2.96689, -1.00131)
C (1.73334, 1.77740, -0.29742)
N (1.05052, 1.64446, 0.83874)
C (2.11878, -2.54792, 3.18646)
C (2.83351, -3.73297, 3.25745)
C (3.71900, -4.04039, 2.24288)
C (3.87596, -3.14897, 1.18843)
C (3.09108, -2.01404, 1.17258)
N (2.21785, -1.71723, 2.13793)
H (0.52008, -1.27896, 6.87807)
H (-0.21028, 0.44615, 8.49699)
H (-0.84064, 2.70459, 7.69945)
H (-0.73142, 3.23257, 5.28103)
H (-0.16016, 4.74892, 1.10632)
H (1.12174, 5.00412, -1.04924)
H (2.39550, 3.02133, -1.90569)
H (2.23616, 0.89001, -0.66089)
H (2.69188, -4.35879, 4.12602)
H (4.29744, -4.95417, 2.27765)
H (4.57960, -3.33159, 0.38855)
H (3.14278, -1.31148, 0.35146)
N (-3.89870, 2.09196, 1.34044)
C (-3.76307, 2.96919, 0.24496)
C (-4.53185, 4.11664, 0.15484)
C (-4.39211, 4.96048, -0.93922)
C (-3.46313, 4.67360, -1.92765)
C (-2.67302, 3.53588, -1.81896)
C (-2.84170, 2.67324, -0.74930)
S (-1.91075, 1.18532, -0.63605)
N (-1.91852, 0.86555, 1.03655)
C (-2.87900, 1.28729, 1.76965)
C (-2.94730, 0.81274, 3.18606)
C (-3.69907, 1.45880, 4.15126)
C (-3.79292, 0.88516, 5.41301)
C (-3.14467, -0.30939, 5.65337)
C (-2.36637, -0.85290, 4.64036)
N (-2.25328, -0.30047, 3.43885)
H (-4.56961, 2.36404, 2.03935)
H (-5.24184, 4.34884, 0.93888)
H (-5.00500, 5.84864, -1.00815)
H (-3.34575, 5.33248, -2.77656)
H (-1.93040, 3.30986, -2.57454)
H (-4.15792, 2.41919, 3.96159)
H (-4.35999, 1.37430, 6.19287)
H (-3.18889, -0.79628, 6.61642)
H (-1.78765, -1.75458, 4.80496)
Cl (-7.40568, -3.18416, 2.39789)
C (-5.67113, -3.12456, 2.24469)
C (-4.88868, -3.88171, 3.10121)
C (-3.50891, -3.81738, 2.98132)
C (-2.92197, -3.00349, 2.02229)
C (-3.72526, -2.25730, 1.16826)
C (-5.10538, -2.31621, 1.27070)
C (-1.42393, -2.88631, 1.96422)
O (-0.72197, -3.60812, 2.66198)
O (-0.96449, -1.97013, 1.17398)
H (-5.35686, -4.50645, 3.84860)
H (-2.86733, -4.39206, 3.63585)
H (-3.25618, -1.61764, 0.43091)
H (-5.74106, -1.74366, 0.60947)
C (-0.31595, 1.18613, -4.91392)
C (1.03368, 0.56882, -5.30977)
C (1.38964, 1.14095, -6.69237)
C (2.11329, 1.05745, -4.34169)
C (0.90516, -0.98934, -5.39799)
O (0.00073, -1.26184, -6.48832)
C (2.20819, -1.76461, -5.72409)
C (3.12027, -2.36138, -4.63626)
C (4.11417, -1.41951, -4.00980)
C (5.09680, -0.81395, -4.78918)
C (5.98792, 0.09811, -4.24901)
C (5.90302, 0.40352, -2.89978)
Cl (7.00329, 1.55873, -2.21040)
C (4.96090, -0.20924, -2.09251)
C (4.07628, -1.12057, -2.65357)
C (0.06117, -1.65045, -4.28122)
N (0.48119, -1.65187, -2.88565)
C (0.44749, -0.67811, -1.97304)
N (0.70938, -1.14659, -0.76961)
C (0.86632, -2.47900, -0.99955)
N (0.73498, -2.82870, -2.25560)
H (-0.26224, 2.26897, -5.03621)
H (-0.58498, 0.99628, -3.87276)
H (-1.12161, 0.81025, -5.54441)
H (1.57693, 2.21127, -6.59343)
H (0.57249, 1.02980, -7.40609)
H (2.29377, 0.70077, -7.11523)
H (1.98918, 2.13331, -4.19923)
H (3.11491, 0.89408, -4.73698)
H (2.07109, 0.58514, -3.36494)
H (0.44215, -1.03152, -7.31259)
H (2.81967, -1.15735, -6.39643)
H (1.85568, -2.60901, -6.32122)
H (3.68295, -3.16152, -5.12490)
H (2.53446, -2.84920, -3.86175)
H (5.16475, -1.05012, -5.84499)
H (6.74378, 0.56902, -4.86178)
H (4.92849, 0.03060, -1.03827)
H (3.33033, -1.59884, -2.02806)
H (-0.05038, -2.70133, -4.54259)
H (-0.93179, -1.20607, -4.33176)
H (0.22675, 0.34826, -2.20302)
H (1.03888, -3.19990, -0.21868)

Output
frontier orbital gap: 6.76 eV
highest occupied orbital energy: -6.94 eV
multiplicity: 1


No. 4
The following is a quantum chemistry calculation of one molecule with the formula C5H8O2, from OMol25.

Geometry (Å):
C (-1.71835, -0.65647, -0.18642)
C (-0.44838, 0.16367, -0.10047)
O (-0.87435, 1.54298, -0.26451)
C (0.52533, 0.18726, 1.10014)
C (1.73684, -0.22322, 0.21851)
C (0.77218, -0.25572, -0.97375)
O (0.88728, -0.54552, -2.13324)
H (-2.37553, -0.38605, 0.64664)
H (-2.21139, -0.36950, -1.11898)
H (-1.56507, -1.74083, -0.18913)
H (-0.24260, 2.06055, -0.78150)
H (0.43537, 1.27569, 1.22259)
H (0.33428, -0.37430, 2.02088)
H (2.53758, 0.52252, 0.14682)
H (2.20682, -1.20106, 0.39243)

Output
frontier orbital gap: 10.41 eV
structure (SMILES): C[C@@]1(O)CCC1=O
highest occupied orbital energy: -9.63 eV
multiplicity: 1


No. 5
The following is a quantum chemistry calculation of one molecule with the formula C5H6FNS, from OMol25.

Geometry (Å):
C (-0.90189, -0.83741, 1.32679)
C (-0.00970, -0.76097, 0.16576)
C (0.98651, 0.40594, 0.04632)
S (0.97049, 1.79248, 1.17934)
C (-0.16334, 0.27293, -0.91324)
F (-1.21649, 1.11667, -0.73019)
C (0.08299, -0.09400, -2.25279)
N (0.33270, -0.52850, -3.27824)
H (-0.30761, -1.16187, 2.18653)
H (-1.31978, 0.12165, 1.61141)
H (-1.68651, -1.55915, 1.09703)
H (0.41758, -1.64042, -0.32125)
H (1.97430, 0.12583, -0.36671)
H (0.84076, 2.74682, 0.24924)

Output
frontier orbital gap: 10.16 eV
structure (SMILES): C[C@@H]1[C@H](S)[C@@]1(F)C#N
highest occupied orbital energy: -9.68 eV
multiplicity: 1


No. 6
The following is a quantum chemistry calculation of C22H33F6N3O6ReS2Si2 as an isolated structure, from OMol25.

Geometry (Å):
Re (-0.32324, -0.64750, -0.17290)
C (-0.05861, 3.84671, 2.42507)
Si (-0.32337, 2.01365, 2.01213)
C (1.12414, 1.14581, 2.83897)
C (-1.95852, 1.64795, 2.88395)
C (-0.42910, 1.60438, 0.16887)
C (-1.86670, 1.52604, -0.22477)
C (-2.85778, 2.49016, -0.29422)
C (-4.14457, 2.11768, -0.67178)
C (-4.40946, 0.78442, -0.96212)
C (-3.38063, -0.13653, -0.88703)
N (-2.14340, 0.23927, -0.55092)
Si (0.49403, 2.67772, -1.06664)
C (0.36491, 4.54544, -0.74198)
C (-0.24353, 2.50730, -2.79753)
C (2.33058, 2.32512, -1.15944)
H (-0.26338, 3.99095, 3.48748)
H (-0.72479, 4.50358, 1.86823)
H (0.96469, 4.17339, 2.24068)
H (1.05648, 1.26757, 3.92288)
H (2.06955, 1.58760, 2.51623)
H (1.16087, 0.08240, 2.61970)
H (-1.79074, 1.59464, 3.96161)
H (-2.42748, 0.72054, 2.57331)
H (-2.66518, 2.45905, 2.69586)
H (-2.61651, 3.51429, -0.04474)
H (-4.93217, 2.85694, -0.73013)
H (-5.40168, 0.45448, -1.23680)
H (-3.52374, -1.19036, -1.08978)
H (-0.66122, 4.88439, -0.59604)
H (0.76210, 5.06985, -1.61326)
H (0.94297, 4.85987, 0.12400)
H (-1.32461, 2.64507, -2.79090)
H (-0.03885, 1.53426, -3.23326)
H (0.18754, 3.26675, -3.45285)
H (2.84243, 2.62828, -0.24501)
H (2.77030, 2.88967, -1.98353)
H (2.52662, 1.26771, -1.32601)
F (-2.50055, -5.80286, -0.92476)
C (-2.61487, -4.90656, 0.06488)
F (-2.84729, -5.57015, 1.20077)
F (-3.66847, -4.13406, -0.19896)
S (-1.03374, -3.90631, 0.19312)
O (-1.38706, -2.70657, -0.55872)
O (-0.02200, -4.77479, -0.30597)
N (-0.83413, -3.61719, 1.72334)
S (-1.56626, -2.38011, 2.35828)
O (-2.99847, -2.44210, 2.31761)
O (-0.97980, -1.09907, 2.00994)
C (-1.05813, -2.59350, 4.12130)
F (0.26167, -2.65638, 4.25801)
F (-1.51141, -1.54316, 4.82084)
F (-1.59824, -3.70304, 4.63500)
O (1.19722, -1.88981, 0.43109)
N (2.52363, -1.83077, 0.16034)
C (3.24703, -0.69923, 0.41988)
C (4.58321, -0.67453, 0.17006)
C (5.25261, -1.80633, -0.35574)
C (4.46140, -2.95342, -0.60589)
C (3.12451, -2.95728, -0.35067)
H (2.67344, 0.12739, 0.80370)
H (5.11853, 0.24263, 0.37642)
H (6.31394, -1.79765, -0.54790)
H (4.90197, -3.85388, -1.01485)
H (2.45685, -3.78608, -0.52601)
C (2.09961, -1.07424, -3.56650)
O (1.60145, -0.74536, -2.28386)
C (0.26451, -0.67963, -2.00183)
C (-0.64106, -0.94560, -3.18777)
H (1.71486, -2.03605, -3.91654)
H (3.17961, -1.14412, -3.44826)
H (1.86649, -0.29740, -4.30236)
H (-0.27991, -0.55332, -4.14122)
H (-1.62801, -0.52929, -2.99575)
H (-0.76111, -2.02871, -3.29835)

Output
frontier orbital gap (spin up / spin down): 4.36 / 6.08 eV
highest occupied orbital energy (spin up / spin down): -1.74 / -3.46 eV
multiplicity: 3
charge: -1


Energy relative to the best compared isomer or geometry (same formula, charge and spin) for the records above, in order: 30.0; 0.6; 5.3; 35.9; 18.8; 9.2 kcal/mol
Maximum force for the records above, in order: 2.60; 1.72; 1.46; 1.54; 2.42; 1.27 eV Å⁻¹